Record 1
Computed, not measured: a molecular structure, C64H50IrN5OP3SSe4Si in a non-equilibrium geometry, with the ωB97M-V functional and the def2-TZVPD basis.

ΔE to the lowest compared entry with this formula, charge and spin   365.2 kJ/mol
LUMO energy (spin up / spin down)   -1.38 / -1.90 eV
Spin multiplicity   2
E_HOMO (spin up / spin down)   -8.0 / -8.0 eV
M   1566.3 Da
Orbital gap (spin up / spin down)   6.569 / 6.056 eV

XYZ file:
```
130
C64H50IrN5OP3SSe4Si, DFT the ωB97M-V functional and the def2-TZVPD basis
Ir -0.766 0.139 -0.051
Se -1.263 -1.007 3.687
P -3.182 -0.666 2.670
Se -3.387 -0.440 0.479
C -4.131 -2.089 3.294
C -4.215 -2.216 4.679
C -4.801 -3.339 5.231
C -5.310 -4.327 4.402
C -5.239 -4.192 3.024
C -4.632 -3.079 2.465
C -4.029 0.818 3.316
C -5.328 1.078 2.889
C -5.964 2.234 3.302
C -5.306 3.133 4.128
C -4.015 2.868 4.553
C -3.372 1.714 4.143
H -3.813 -1.433 5.311
H -4.857 -3.442 6.306
H -5.763 -5.207 4.833
H -5.652 -4.957 2.382
H -4.542 -2.975 1.391
H -5.825 0.379 2.227
H -6.977 2.432 2.983
H -5.802 4.040 4.444
H -3.503 3.558 5.205
H -2.358 1.504 4.459
Se 4.833 -4.327 -0.571
P 4.949 -2.264 -0.161
C 5.865 -1.371 -1.445
C 5.273 -1.307 -2.701
C 5.904 -0.616 -3.718
C 7.123 -0.002 -3.480
C 7.729 -0.105 -2.239
C 7.105 -0.796 -1.215
C 5.620 -1.809 1.467
C 5.954 -2.816 2.361
C 6.381 -2.485 3.635
C 6.472 -1.156 4.008
C 6.139 -0.152 3.111
C 5.706 -0.468 1.837
C 3.384 -1.405 -0.183
C 2.038 -1.768 -0.161
N 1.356 -0.603 -0.168
N 2.219 0.383 -0.190
N 3.432 -0.061 -0.203
P 1.194 -3.339 -0.149
Se -0.917 -3.005 -0.109
C 1.586 -4.117 -1.740
C 1.775 -5.474 -1.956
C 1.931 -5.940 -3.251
C 1.865 -5.068 -4.326
C 1.648 -3.716 -4.110
C 1.511 -3.241 -2.822
C 1.720 -4.107 1.411
C 1.398 -3.299 2.500
C 1.667 -3.720 3.784
C 2.262 -4.954 3.989
C 2.585 -5.756 2.906
C 2.313 -5.344 1.612
H 4.321 -1.796 -2.869
H 5.447 -0.554 -4.694
H 7.605 0.556 -4.270
H 8.690 0.359 -2.069
H 7.567 -0.880 -0.240
H 5.872 -3.848 2.048
H 6.632 -3.265 4.337
H 6.796 -0.898 5.005
H 6.205 0.883 3.412
H 5.416 0.306 1.139
H 1.815 -6.164 -1.128
H 2.104 -6.993 -3.418
H 1.981 -5.443 -5.332
H 1.585 -3.028 -4.942
H 1.343 -2.185 -2.644
H 0.925 -2.338 2.333
H 1.400 -3.080 4.614
H 2.477 -5.294 4.992
H 3.053 -6.717 3.062
H 2.592 -5.972 0.781
S -1.863 -0.834 -4.644
C -1.909 -0.773 -2.917
N -0.922 -0.181 -2.344
C -0.009 0.300 -3.249
C 1.162 1.001 -2.965
C 2.004 1.336 -4.000
C 1.693 1.003 -5.316
C 0.518 0.348 -5.626
C -0.335 0.005 -4.589
H -2.720 -1.239 -2.385
H 1.403 1.261 -1.945
H 2.919 1.865 -3.785
H 2.371 1.267 -6.113
H 0.266 0.102 -6.646
O -1.338 2.158 -0.539
Si -2.207 3.417 -0.866
C -2.674 4.393 0.715
C -1.724 4.448 1.725
C -1.984 5.129 2.901
C -3.196 5.775 3.072
C -4.143 5.740 2.063
C -3.882 5.052 0.887
C -1.164 4.607 -1.930
C -1.679 5.778 -2.466
C -0.866 6.642 -3.180
C 0.471 6.337 -3.375
C 0.991 5.163 -2.857
C 0.178 4.312 -2.130
C -3.770 2.821 -1.782
C -3.757 2.726 -3.167
C -4.833 2.187 -3.852
C -5.936 1.724 -3.154
C -5.959 1.809 -1.772
C -4.881 2.352 -1.093
H -0.778 3.947 1.589
H -1.240 5.153 3.684
H -3.404 6.307 3.991
H -5.089 6.248 2.193
H -4.629 5.037 0.105
H -2.723 6.020 -2.320
H -1.272 7.560 -3.580
H 1.110 7.015 -3.924
H 2.032 4.914 -3.009
H 0.579 3.409 -1.700
H -2.891 3.074 -3.717
H -4.816 2.132 -4.932
H -6.775 1.297 -3.686
H -6.819 1.454 -1.223
H -4.899 2.407 -0.012
N 0.006 1.542 2.257
C -0.423 0.480 2.023
```

=====

Record 2
Computed, not measured: a molecular structure, C64H51Cl2N7O3PReS2 in a non-equilibrium geometry, with the ωB97M-V functional and the def2-TZVPD basis.

ΔE to the lowest compared entry with this formula, charge and spin   218.8 kJ/mol
Charge   +3
LUMO energy (spin up / spin down)   -8.43 / -7.87 eV
Spin multiplicity   2
E_HOMO (spin up / spin down)   -13.8 / -14.5 eV
M   1318.4 Da
Orbital gap (spin up / spin down)   5.321 / 6.597 eV

XYZ file:
```
131
C64H51Cl2N7O3PReS2, DFT the ωB97M-V functional and the def2-TZVPD basis
Re 0.066 -1.062 0.430
N -2.325 -3.137 -1.028
C -1.634 -3.758 -0.068
N -1.893 -5.038 0.123
C -1.334 -5.607 1.188
N -1.521 -6.904 1.389
N -0.606 -4.928 2.112
C -0.349 -3.693 1.806
N -0.726 -3.043 0.675
C 0.366 -2.866 2.802
C 0.563 -3.308 4.091
C 1.171 -2.460 5.004
C 1.568 -1.203 4.580
C 1.326 -0.827 3.273
N 0.720 -1.637 2.385
H -3.026 -3.671 -1.516
H -2.311 -2.138 -1.094
H -2.095 -7.430 0.753
H -1.190 -7.331 2.236
H 0.224 -4.301 4.357
H 1.327 -2.774 6.029
H 2.048 -0.508 5.258
H 1.618 0.150 2.915
Cl 0.834 -5.028 -2.995
C 0.187 -3.473 -3.319
C -0.758 -3.369 -4.358
C -1.470 -2.227 -4.551
Cl -2.532 -2.132 -5.891
C -1.398 -1.137 -3.625
C -2.199 -0.010 -3.717
C -1.857 1.166 -2.880
C -1.209 0.738 -1.574
N -0.570 -0.541 -1.409
C -0.459 -1.305 -2.524
C 0.438 -2.391 -2.495
O 1.407 -2.411 -1.446
H -0.932 -4.224 -4.999
H -2.941 0.059 -4.508
H -1.231 1.830 -3.488
H -0.504 1.503 -1.334
C -7.430 1.288 4.318
C -6.060 1.178 3.706
C -5.850 0.448 2.532
C -4.591 0.330 1.972
C -3.522 0.957 2.600
C -3.696 1.686 3.774
C -4.965 1.796 4.314
S -1.875 0.907 1.988
O -1.670 -0.559 1.509
C -2.001 1.802 0.476
C -2.468 1.114 -0.764
C -2.859 1.992 -1.991
C -2.366 3.421 -1.843
C -2.671 4.329 -2.849
C -2.210 5.637 -2.805
C -1.420 6.056 -1.742
C -1.106 5.166 -0.730
C -1.571 3.849 -0.756
C -1.328 2.960 0.410
C -0.305 3.256 1.475
C -0.550 4.229 2.476
C -1.792 4.912 2.549
C -2.021 5.822 3.538
C -1.025 6.104 4.503
C 0.177 5.459 4.461
C 0.444 4.499 3.452
C 1.672 3.795 3.410
C 1.888 2.820 2.476
C 0.888 2.542 1.520
S 1.295 1.158 0.410
O 2.600 0.567 0.858
C 1.658 2.128 -1.064
C 1.743 3.512 -1.033
C 1.915 4.214 -2.217
C 1.990 3.565 -3.445
C 2.107 4.343 -4.727
C 1.933 2.166 -3.451
C 1.764 1.457 -2.276
H -8.198 0.882 3.661
H -7.674 2.329 4.538
H -7.469 0.742 5.264
H -6.692 -0.039 2.052
H -4.448 -0.258 1.072
H -2.846 2.168 4.248
H -5.110 2.362 5.228
H -3.149 0.285 -0.580
H -3.905 1.963 -2.295
H -3.286 4.008 -3.685
H -2.472 6.330 -3.596
H -1.063 7.078 -1.695
H -0.504 5.500 0.109
H -2.561 4.702 1.811
H -2.972 6.339 3.587
H -1.223 6.832 5.280
H 0.942 5.665 5.201
H 2.441 4.032 4.138
H 2.818 2.265 2.439
H 1.708 4.047 -0.092
H 1.982 5.297 -2.180
H 2.768 5.204 -4.609
H 1.129 4.727 -5.029
H 2.486 3.722 -5.537
H 2.011 1.632 -4.396
H 1.663 0.388 -2.300
C 3.899 -1.107 -1.942
P 3.052 -2.605 -1.503
C 3.412 -3.056 0.164
C 2.849 -4.236 0.663
C 3.240 -4.703 1.903
C 4.166 -3.982 2.653
C 4.709 -2.802 2.164
C 4.347 -2.338 0.909
C 3.689 -3.810 -2.632
C 3.781 -3.462 -3.986
C 4.394 -4.324 -4.873
C 4.919 -5.531 -4.419
C 4.831 -5.876 -3.076
C 4.223 -5.017 -2.173
H 4.956 -1.379 -2.018
H 3.767 -0.344 -1.178
H 3.575 -0.741 -2.914
H 2.130 -4.794 0.069
H 2.833 -5.634 2.281
H 4.474 -4.353 3.624
H 5.431 -2.247 2.753
H 4.798 -1.433 0.521
H 3.355 -2.532 -4.351
H 4.462 -4.063 -5.922
H 5.402 -6.204 -5.117
H 5.238 -6.818 -2.727
H 4.178 -5.286 -1.128
```